A cluster of 2 separate species, C3H5N5 in total at a distorted geometry, computed with ωB97M-V/def2-TZVPD.

```
13
C3H5N5, DFT ωB97M-V/def2-TZVPD
C 2.37 -0.27 0.17
C -1.03 -1.50 -0.13
C -0.58 0.73 0.01
H 3.29 -0.91 0.35
H 2.50 0.91 0.49
H -0.69 -2.51 -0.51
H -2.73 0.99 -0.69
H -0.51 2.55 0.07
N 1.23 -0.93 0.05
N 0.05 -0.47 -0.08
N -2.18 -0.94 -0.05
N -1.85 0.53 0.70
N 0.13 1.81 -0.38
```

The value obtained for the HOMO energy is -8.92 eV. The value obtained for the relative energy (zero: lowest compared OMol25 entry of this formula, charge and spin) is 829.18 kJ/mol. The value obtained for the molecular weight is 111.11 g mol⁻¹.

=====

A structure of composition C3H5N5 at a distorted geometry, computed with ωB97M-V/def2-TZVPD.

```
13
C3H5N5, DFT ωB97M-V/def2-TZVPD
C -0.87 1.27 -0.09
C 0.56 -0.81 -0.29
C 2.37 0.24 0.18
H -2.89 -1.24 0.06
H -1.30 -1.13 0.70
H -0.94 2.61 0.31
H -0.22 -1.66 -0.52
H 3.58 0.37 -0.14
N -1.95 -0.88 -0.05
N -2.00 0.65 0.06
N 0.33 0.50 -0.23
N 1.83 -1.16 0.10
N 1.51 1.25 -0.11
```

The value obtained for the HOMO energy is -9.52 eV. The value obtained for the relative energy (zero: lowest compared OMol25 entry of this formula, charge and spin) is 538.94 kJ/mol. The value obtained for the molecular weight is 111.11 g mol⁻¹.

=====

A structure of composition C3H5N5 at a distorted geometry, computed with ωB97M-V/def2-TZVPD.

```
13
C3H5N5, DFT ωB97M-V/def2-TZVPD
C 0.19 -1.00 -0.75
C 1.40 -0.89 0.17
C 0.44 0.80 0.43
H -2.06 0.39 0.67
H -1.79 1.99 -0.11
H 0.23 -2.69 -1.84
H 2.07 -1.69 0.39
H 0.58 2.13 1.73
N -1.84 0.63 -0.42
N -0.50 0.10 -0.36
N -0.20 -1.83 -1.60
N 1.46 0.09 0.83
N 0.01 1.97 0.87
```

The value obtained for the HOMO energy is -9.18 eV. The value obtained for the relative energy (zero: lowest compared OMol25 entry of this formula, charge and spin) is 519.88 kJ/mol. The value obtained for the molecular weight is 111.11 g mol⁻¹.

=====

An isolated molecule of C3H5N5 at a distorted geometry, computed with ωB97M-V/def2-TZVPD.

```
13
C3H5N5, DFT ωB97M-V/def2-TZVPD
H 1.21 1.82 0.04
N 0.21 1.99 -0.19
C -0.50 0.91 0.00
N -1.91 0.94 -0.03
C -2.20 -0.28 -0.04
N -1.21 -1.18 -0.08
N -0.04 -0.38 0.20
N 1.18 -0.86 -0.31
C 2.25 -0.19 0.08
H -3.16 -0.71 -0.14
H -1.12 -2.26 0.09
H 2.21 0.62 0.88
H 3.09 -0.41 -0.50
```

The value obtained for the HOMO energy is -8.45 eV. The value obtained for the relative energy (zero: lowest compared OMol25 entry of this formula, charge and spin) is 372.51 kJ/mol. The value obtained for the molecular weight is 111.11 g mol⁻¹. As for the SMILES: [H]/N=c1/nc[nH]n1N=C.

=====

An isolated molecule of C3H5N7 at a distorted geometry, computed with ωB97M-V/def2-TZVPD.

```
15
C3H5N7, DFT ωB97M-V/def2-TZVPD
C 1.56 -0.53 -0.04
C -1.35 -0.73 -0.07
C 3.14 0.78 0.00
N 0.86 -1.64 -0.25
N -0.35 -1.36 -0.03
N 2.94 -0.49 -0.17
N 0.97 0.64 0.27
N 2.00 1.48 0.30
N -3.55 -0.07 -0.34
N -2.48 -0.61 0.51
H 4.10 1.26 0.12
H 2.07 2.49 0.21
H -4.03 -0.79 -0.89
H -3.07 0.44 -1.03
H -2.82 -0.86 1.40
```

The value obtained for the HOMO energy (spin up / spin down) is -5.70 / -8.69 eV. The value obtained for the molecular weight is 139.12 g mol⁻¹. The spin multiplicity is 3. The expectation value of S² is 2.025.

=====

A cluster of 2 separate species, C3H5NO in total at a distorted geometry, computed with ωB97M-V/def2-TZVPD.

```
10
C3H5NO, DFT ωB97M-V/def2-TZVPD
C -1.19 -0.88 -0.07
C 1.09 0.06 -0.58
C -0.02 -0.23 0.40
N -2.01 -1.44 -0.63
O 0.21 -0.02 1.72
H 1.73 -0.90 -0.59
H 0.69 0.33 -1.64
H 1.59 0.93 -0.17
H -1.41 2.11 -0.62
H -0.69 0.03 2.18
```

The value obtained for the HOMO energy (spin up / spin down) is -11.10 / -8.00 eV. The value obtained for the relative energy (zero: lowest compared OMol25 entry of this formula, charge and spin) is 469.99 kJ/mol. The value obtained for the molecular weight is 71.08 g mol⁻¹.

=====

An isolated molecule of C3H5NO at a distorted geometry, computed with ωB97M-V/def2-TZVPD.

```
10
C3H5NO, DFT ωB97M-V/def2-TZVPD
C -0.42 -1.90 -0.30
C -0.39 1.90 0.20
N -0.11 0.67 0.06
C 0.98 -0.09 0.11
O 0.74 -1.39 -0.09
H -0.46 -2.96 -0.44
H -1.27 -1.23 -0.33
H -1.44 2.17 0.09
H 0.31 2.71 0.42
H 2.04 0.12 0.27
```

The value obtained for the HOMO energy (spin up / spin down) is -7.35 / -7.45 eV. The value obtained for the relative energy (zero: lowest compared OMol25 entry of this formula, charge and spin) is 388.24 kJ/mol. The value obtained for the molecular weight is 71.08 g mol⁻¹.

=====

An isolated molecule of C3H5NO at a distorted geometry, computed with ωB97M-V/def2-TZVPD.

```
10
C3H5NO, DFT ωB97M-V/def2-TZVPD
C -0.59 -1.58 -0.28
C -0.42 1.66 0.17
N 0.72 1.08 0.23
C 1.25 -0.13 0.14
O 0.65 -1.30 -0.09
H -0.79 -2.63 -0.47
H -1.34 -0.81 -0.25
H -1.41 1.22 0.02
H -0.40 2.75 0.29
H 2.32 -0.26 0.25
```

The value obtained for the HOMO energy (spin up / spin down) is -7.76 / -7.67 eV. The value obtained for the relative energy (zero: lowest compared OMol25 entry of this formula, charge and spin) is 393.78 kJ/mol. The value obtained for the molecular weight is 71.08 g mol⁻¹.

=====

An isolated molecule of C3H5NO at a distorted geometry, computed with ωB97M-V/def2-TZVPD.

```
10
C3H5NO, DFT ωB97M-V/def2-TZVPD
C 0.26 -1.49 -1.05
C 0.37 -0.45 -0.25
C -0.76 0.34 0.05
N -0.73 1.46 0.72
O 0.52 1.72 1.21
H 1.09 -2.10 -1.14
H -0.67 -1.86 -1.40
H 1.31 0.01 0.13
H -1.74 0.06 -0.35
H 0.34 2.30 2.09
```

The value obtained for the HOMO energy is -9.08 eV. The value obtained for the relative energy (zero: lowest compared OMol25 entry of this formula, charge and spin) is 282.22 kJ/mol. The value obtained for the molecular weight is 71.08 g mol⁻¹. As for the SMILES: C=C/C=N\O.

=====

An isolated molecule of C3H5NO at a distorted geometry, computed with ωB97M-V/def2-TZVPD.

```
10
C3H5NO, DFT ωB97M-V/def2-TZVPD
C -0.05 -0.06 0.14
C -0.20 -1.93 -0.09
C 0.17 1.38 0.02
N 0.05 -1.04 1.00
O -0.22 -0.82 -0.97
H 0.59 -2.51 -0.33
H -1.19 -2.46 0.00
H 0.60 1.55 -0.88
H 0.83 1.84 0.90
H -0.76 2.01 0.12
```

The value obtained for the HOMO energy is -9.88 eV. The value obtained for the relative energy (zero: lowest compared OMol25 entry of this formula, charge and spin) is 187.99 kJ/mol. The value obtained for the molecular weight is 71.08 g mol⁻¹.